This record from OMol25 describes a cluster of 12 separate species, C84H188N9O15P3 in total at a distorted geometry. The level of theory is ωB97M-V/def2-TZVPD.

## Properties
* Kohn-Sham gap: 0.170 Ha
* total charge: +2
* E_HOMO: -7.02 eV
* LUMO: -0.088 hartree

Last column: Löwdin charge in e.
Element x y z (Å)
C: 11.394 -6.350 -10.220  -0.097
C: 10.907 -7.607 -11.008  -0.237
C: 10.360 -7.212 -12.383  -0.253
C: 9.711 -8.378 -13.171  -0.253
P: 8.980 -7.830 -14.767  1.003
C: 10.189 -6.861 -15.678  -0.242
C: 11.603 -7.654 -15.947  -0.223
C: 12.343 -7.288 -17.218  -0.244
C: 13.736 -8.004 -17.093  -0.092
C: 7.540 -6.789 -14.238  -0.239
C: 6.703 -7.396 -13.087  -0.263
C: 5.543 -6.471 -12.735  -0.277
C: 4.758 -6.920 -11.584  -0.121
C: 8.600 -9.280 -15.826  -0.221
C: 8.484 -9.060 -17.404  -0.227
C: 7.223 -8.371 -17.802  -0.301
C: 7.071 -8.266 -19.324  -0.085
H: 11.687 -6.665 -9.218  0.072
H: 10.665 -5.561 -10.040  0.070
H: 12.207 -5.796 -10.689  0.073
H: 10.171 -8.128 -10.396  0.110
H: 11.718 -8.321 -11.150  0.109
H: 11.105 -6.800 -13.064  0.095
H: 9.697 -6.386 -12.127  0.107
H: 8.904 -8.817 -12.584  0.087
H: 10.455 -9.145 -13.384  0.101
H: 10.381 -5.953 -15.107  0.091
H: 9.640 -6.606 -16.585  0.086
H: 11.467 -8.733 -15.870  0.096
H: 12.182 -7.381 -15.065  0.098
H: 12.511 -6.213 -17.288  0.115
H: 11.802 -7.651 -18.091  0.103
H: 14.232 -7.812 -18.044  0.071
H: 13.683 -9.092 -17.053  0.076
H: 14.300 -7.529 -16.290  0.078
H: 6.859 -6.724 -15.086  0.091
H: 8.072 -5.884 -13.945  0.096
H: 7.321 -7.527 -12.199  0.097
H: 6.400 -8.405 -13.365  0.116
H: 4.977 -6.291 -13.649  0.124
H: 6.130 -5.620 -12.389  0.119
H: 3.986 -6.180 -11.373  0.087
H: 5.298 -7.247 -10.695  0.085
H: 4.167 -7.819 -11.759  0.080
H: 7.679 -9.679 -15.402  0.093
H: 9.465 -9.912 -15.624  0.082
H: 8.404 -10.027 -17.900  0.122
H: 9.357 -8.577 -17.843  0.098
H: 7.175 -7.362 -17.393  0.090
H: 6.355 -8.870 -17.371  0.116
H: 7.994 -8.048 -19.861  0.078
H: 6.589 -7.302 -19.492  0.075
H: 6.529 -9.147 -19.668  0.085
C: -12.812 -5.295 10.078  -0.127
C: -12.622 -3.976 9.476  -0.292
C: -11.881 -2.984 10.399  -0.230
C: -11.781 -1.568 9.795  -0.236
P: -10.289 -1.176 8.691  1.068
C: -10.040 0.644 8.679  -0.248
C: -9.626 1.066 10.135  -0.212
C: -9.496 2.644 10.150  -0.231
C: -8.253 3.225 9.413  -0.094
C: -8.764 -2.029 9.398  -0.219
C: -7.407 -1.542 8.896  -0.288
C: -6.317 -2.098 9.667  -0.310
C: -6.011 -1.361 10.913  -0.104
C: -10.642 -1.599 6.961  -0.280
C: -9.682 -0.975 5.968  -0.244
C: -9.664 -1.764 4.645  -0.256
C: -8.877 -3.034 4.618  -0.108
H: -13.429 -5.258 10.976  0.088
H: -11.871 -5.761 10.371  0.080
H: -13.138 -6.006 9.318  0.084
H: -13.559 -3.496 9.192  0.117
H: -12.074 -4.147 8.549  0.101
H: -10.937 -3.392 10.761  0.104
H: -12.427 -2.856 11.333  0.116
H: -11.736 -0.870 10.631  0.076
H: -12.629 -1.127 9.271  0.097
H: -10.906 1.180 8.290  0.114
H: -9.205 0.685 7.980  0.074
H: -8.666 0.627 10.408  0.088
H: -10.292 0.756 10.940  0.095
H: -9.405 3.110 11.132  0.099
H: -10.424 3.042 9.740  0.099
H: -8.292 2.840 8.394  0.058
H: -7.275 2.908 9.774  0.074
H: -8.266 4.309 9.295  0.077
H: -8.956 -3.091 9.238  0.100
H: -8.693 -1.812 10.464  0.089
H: -7.349 -0.454 8.931  0.112
H: -7.134 -1.758 7.864  0.111
H: -5.482 -2.000 8.974  0.123
H: -6.356 -3.163 9.896  0.129
H: -6.875 -1.453 11.571  0.074
H: -5.574 -0.365 10.836  0.090
H: -5.211 -1.851 11.468  0.082
H: -11.628 -1.154 6.826  0.103
H: -10.751 -2.678 6.855  0.090
H: -8.687 -0.929 6.412  0.093
H: -9.969 0.068 5.833  0.118
H: -9.227 -1.045 3.952  0.114
H: -10.655 -1.761 4.191  0.119
H: -7.812 -3.050 4.849  0.076
H: -8.726 -3.435 3.616  0.080
H: -9.350 -3.772 5.267  0.066
C: -4.918 4.756 -6.016  -0.107
C: -5.357 5.567 -4.791  -0.274
C: -5.683 7.021 -5.182  -0.233
C: -6.308 7.736 -3.920  -0.231
P: -6.029 9.553 -3.734  1.005
C: -4.285 9.840 -3.897  -0.283
C: -3.386 9.315 -2.718  -0.213
C: -1.870 9.576 -2.968  -0.219
C: -1.608 11.108 -2.880  -0.099
C: -6.829 10.582 -5.010  -0.247
C: -6.143 10.384 -6.401  -0.220
C: -6.972 11.255 -7.405  -0.230
C: -8.440 10.811 -7.791  -0.082
C: -6.543 9.869 -2.028  -0.272
C: -6.152 11.227 -1.466  -0.247
C: -6.369 11.431 0.093  -0.241
C: -6.117 12.853 0.571  -0.117
H: -4.499 3.807 -5.685  0.074
H: -4.070 5.140 -6.583  0.076
H: -5.786 4.504 -6.625  0.078
H: -4.519 5.609 -4.096  0.105
H: -6.130 5.012 -4.261  0.119
H: -6.485 6.896 -5.909  0.105
H: -4.829 7.434 -5.721  0.105
H: -5.816 7.266 -3.069  0.085
H: -7.359 7.523 -3.722  0.104
H: -4.204 10.922 -3.997  0.086
H: -3.970 9.489 -4.880  0.094
H: -3.569 8.255 -2.544  0.104
H: -3.647 9.788 -1.771  0.099
H: -1.605 9.258 -3.976  0.104
H: -1.329 8.973 -2.239  0.112
H: -2.328 11.778 -3.351  0.064
H: -0.598 11.292 -3.246  0.072
H: -1.443 11.414 -1.848  0.069
H: -6.713 11.628 -4.728  0.104
H: -7.878 10.287 -5.045  0.090
H: -6.071 9.360 -6.768  0.104
H: -5.146 10.816 -6.322  0.099
H: -6.398 11.235 -8.331  0.101
H: -6.968 12.296 -7.082  0.101
H: -8.968 10.306 -6.981  0.056
H: -8.483 10.120 -8.633  0.068
H: -8.990 11.665 -8.186  0.071
H: -6.071 9.123 -1.389  0.105
H: -7.611 9.714 -1.877  0.113
H: -6.784 12.006 -1.893  0.102
H: -5.165 11.607 -1.730  0.100
H: -5.722 10.735 0.627  0.107
H: -7.366 11.175 0.450  0.110
H: -5.109 13.257 0.662  0.074
H: -6.567 12.863 1.564  0.073
H: -6.702 13.577 0.004  0.073
C: -1.273 -11.004 -1.302  -0.091
C: -0.854 -10.992 0.230  -0.218
C: -2.096 -10.928 1.177  -0.157
C: -1.598 -11.043 2.677  -0.128
N: -2.587 -10.953 3.848  -0.205
C: -1.777 -11.161 5.164  -0.092
C: -2.441 -10.304 6.164  -0.175
C: -2.999 -9.088 5.440  -0.136
C: -3.180 -9.490 3.973  -0.057
C: -3.676 -12.042 3.710  0.040
H: -1.980 -11.784 -1.582  0.067
H: -0.579 -11.168 -2.126  0.066
H: -1.723 -10.071 -1.640  0.071
H: -0.030 -10.329 0.494  0.104
H: -0.292 -11.904 0.429  0.098
H: -2.789 -11.725 0.910  0.104
H: -2.667 -10.000 1.142  0.108
H: -0.792 -10.337 2.878  0.132
H: -1.088 -12.000 2.784  0.130
H: -1.898 -12.186 5.515  0.136
H: -0.757 -10.813 5.000  0.144
H: -3.241 -10.851 6.663  0.120
H: -1.787 -9.969 6.969  0.136
H: -4.018 -8.852 5.745  0.114
H: -2.417 -8.206 5.711  0.129
H: -4.223 -9.449 3.657  0.127
H: -2.749 -8.839 3.212  0.124
H: -4.070 -12.146 2.699  0.095
H: -4.509 -11.884 4.395  0.111
H: -3.154 -12.986 3.866  0.104
C: 5.917 10.551 5.271  -0.111
C: 5.125 11.579 4.479  -0.230
C: 3.763 11.931 5.106  -0.188
C: 2.803 10.763 5.397  -0.117
N: 1.677 11.224 6.324  -0.202
C: 1.940 11.594 7.775  -0.128
C: 0.907 10.976 8.638  -0.148
C: 0.388 9.728 7.885  -0.116
C: 0.684 9.955 6.410  -0.068
C: 0.839 12.354 5.637  0.029
H: 6.286 10.884 6.241  0.082
H: 6.801 10.209 4.734  0.078
H: 5.414 9.612 5.500  0.065
H: 4.891 11.182 3.491  0.112
H: 5.787 12.441 4.397  0.115
H: 3.304 12.626 4.402  0.109
H: 3.854 12.474 6.046  0.111
H: 3.199 9.939 5.990  0.128
H: 2.479 10.341 4.446  0.143
H: 2.064 12.667 7.922  0.136
H: 2.949 11.248 7.999  0.143
H: 0.284 11.819 8.937  0.118
H: 1.262 10.778 9.649  0.133
H: -0.686 9.573 7.980  0.122
H: 0.928 8.843 8.222  0.128
H: -0.245 10.149 5.873  0.122
H: 1.127 9.090 5.917  0.124
H: -0.062 12.462 6.240  0.102
H: 0.466 12.181 4.628  0.111
H: 1.445 13.250 5.776  0.096
C: 8.367 -4.794 1.587  -0.093
C: 8.437 -3.262 1.870  -0.272
C: 8.421 -2.894 3.336  -0.158
C: 8.902 -1.369 3.545  -0.062
N: 9.206 -1.051 5.064  -0.233
C: 8.091 -1.229 6.157  -0.065
C: 8.385 -0.257 7.301  -0.158
C: 9.360 0.759 6.776  -0.141
C: 9.482 0.493 5.235  -0.064
C: 10.473 -1.859 5.418  0.029
H: 8.448 -4.923 0.508  0.070
H: 7.326 -5.068 1.759  0.074
H: 9.124 -5.394 2.092  0.075
H: 7.508 -2.925 1.411  0.105
H: 9.202 -2.834 1.223  0.108
H: 9.102 -3.556 3.871  0.102
H: 7.392 -2.963 3.690  0.121
H: 8.117 -0.642 3.336  0.121
H: 9.777 -1.094 2.956  0.126
H: 7.902 -2.281 6.370  0.138
H: 7.209 -0.788 5.692  0.129
H: 8.721 -0.776 8.198  0.122
H: 7.508 0.194 7.764  0.129
H: 10.371 0.646 7.168  0.109
H: 9.123 1.805 6.968  0.128
H: 10.384 0.741 4.675  0.136
H: 8.606 0.915 4.743  0.122
H: 10.082 -2.828 5.729  0.097
H: 11.162 -1.362 6.100  0.109
H: 10.978 -2.109 4.485  0.097
C: 0.734 0.875 5.643  -0.123
C: 1.304 1.179 4.280  -0.246
C: 1.049 -0.018 3.303  -0.162
C: 1.413 0.323 1.834  -0.072
N: 0.573 -0.567 0.786  -0.223
C: 0.999 -2.043 0.992  -0.088
C: 0.812 -2.673 -0.415  -0.150
C: 0.811 -1.541 -1.417  -0.151
C: 1.076 -0.298 -0.591  -0.127
C: -0.983 -0.435 0.891  0.062
H: 0.858 1.705 6.339  0.078
H: 1.333 0.062 6.052  0.083
H: -0.345 0.720 5.649  0.080
H: 2.369 1.268 4.493  0.109
H: 0.841 2.105 3.939  0.116
H: -0.032 -0.115 3.202  0.090
H: 1.446 -0.993 3.586  0.121
H: 2.456 0.105 1.605  0.119
H: 1.349 1.358 1.498  0.134
H: 0.424 -2.473 1.812  0.134
H: 2.060 -2.216 1.170  0.132
H: -0.160 -3.135 -0.583  0.116
H: 1.571 -3.454 -0.377  0.119
H: -0.124 -1.569 -1.977  0.121
H: 1.568 -1.623 -2.197  0.127
H: 0.758 0.648 -1.029  0.149
H: 2.146 -0.174 -0.429  0.133
H: -1.459 -0.743 1.821  0.101
H: -1.438 -0.944 0.041  0.105
H: -1.192 0.621 0.716  0.112
N: 2.750 -5.915 6.972  -0.732
O: 2.027 -5.430 7.868  -0.111
O: 2.171 -6.372 6.007  -0.106
O: 3.930 -6.008 7.121  -0.050
N: -5.355 4.427 3.190  -0.724
O: -5.243 3.637 4.148  -0.116
O: -4.724 5.425 3.202  -0.056
O: -6.140 4.210 2.256  -0.103
N: 5.659 6.356 12.228  -0.675
O: 4.914 5.592 12.783  -0.061
O: 6.786 6.642 12.698  -0.101
O: 5.217 7.014 11.225  -0.163
N: 5.806 4.753 -2.368  -0.770
O: 5.063 4.566 -3.338  -0.105
O: 6.234 3.842 -1.795  -0.048
O: 6.055 5.861 -1.950  -0.077
N: -5.646 -5.315 -5.287  -0.671
O: -6.853 -5.409 -5.474  -0.073
O: -4.789 -5.080 -6.154  -0.106
O: -5.257 -5.053 -4.121  -0.150

***

This record from OMol25 describes a structure of composition C62H57IrN6O4Si. The level of theory is ωB97M-V/def2-TZVPD.

## Properties
* spin multiplicity: 2
* Kohn-Sham gap (alpha / beta): 0.198 / 0.186 Ha
* total charge: +1
* energy above the lowest of the compared OMol25 structures with the same formula, charge and spin: 0.000 eV
* E_HOMO (alpha / beta): -9.20 / -9.76 eV
* LUMO (alpha / beta): -0.140 / -0.172 hartree

Last column: Mulliken spin population.
Element x y z (Å)
Ir: -0.611 -0.350 0.111  0.008
C: -1.482 -3.182 -8.944  0.001
O: -0.417 -3.677 -8.136  0.000
C: -0.297 -3.051 -6.925  0.005
C: 0.269 -1.785 -6.839  0.000
C: 0.396 -1.170 -5.604  0.018
C: -0.027 -1.814 -4.445  0.029
C: -0.555 -3.101 -4.540  0.013
C: -0.701 -3.715 -5.775  -0.002
C: 0.001 -1.163 -3.105  0.005
C: 0.812 -1.756 -2.137  -0.014
C: 1.811 -2.753 -2.395  0.023
C: 2.409 -3.023 -1.207  -0.015
C: 1.769 -2.204 -0.219  0.066
N: 0.828 -1.438 -0.801  0.036
C: 2.023 -2.267 1.194  -0.004
C: 1.216 -1.710 2.153  -0.019
C: 1.427 -1.717 3.579  0.014
C: 0.305 -1.218 4.147  -0.003
C: -0.599 -0.891 3.072  0.157
C: -2.003 -0.513 3.165  -0.085
C: -2.926 -1.315 3.948  0.121
C: -4.292 -1.348 3.608  0.081
C: -5.173 -2.247 4.179  -0.043
C: -4.713 -3.152 5.134  0.095
O: -5.468 -4.102 5.710  0.029
C: -6.818 -4.241 5.283  0.002
C: -3.376 -3.097 5.543  -0.043
C: -2.509 -2.210 4.963  0.072
C: -2.523 0.484 2.292  0.065
N: -2.096 0.685 1.041  0.082
C: -2.888 1.665 0.487  -0.066
C: -2.890 2.021 -0.842  0.044
C: -3.863 3.063 -1.282  0.018
C: -5.188 2.739 -1.526  0.023
C: -6.088 3.690 -1.995  0.003
C: -5.653 4.993 -2.217  0.000
O: -6.440 5.995 -2.673  0.000
C: -7.818 5.719 -2.864  0.000
C: -4.322 5.330 -1.967  0.004
C: -3.439 4.372 -1.511  0.023
C: -2.128 1.388 -1.864  -0.018
C: -2.337 1.578 -3.269  0.023
C: -1.575 0.653 -3.910  -0.026
C: -0.863 -0.073 -2.899  0.040
N: -1.210 0.415 -1.670  0.065
C: -3.802 2.153 1.500  -0.001
C: -3.596 1.408 2.604  0.016
N: -0.018 -1.119 1.902  0.069
C: 3.165 -3.098 1.634  0.024
C: 2.973 -4.174 2.494  0.014
C: 4.007 -5.048 2.804  -0.005
C: 5.271 -4.837 2.261  0.009
O: 6.348 -5.624 2.468  0.003
C: 6.189 -6.878 3.117  0.000
C: 5.491 -3.724 1.445  -0.001
C: 4.452 -2.881 1.127  0.017
H: -1.421 -3.701 -9.896  0.000
H: -1.385 -2.106 -9.109  0.000
H: -2.448 -3.388 -8.476  0.000
H: 0.622 -1.298 -7.739  0.000
H: 0.857 -0.192 -5.535  0.002
H: -0.862 -3.615 -3.637  -0.003
H: -1.113 -4.711 -5.863  0.000
H: 2.041 -3.168 -3.361  0.001
H: 3.199 -3.730 -1.021  0.000
H: 2.329 -2.037 4.073  -0.001
H: 0.130 -1.030 5.193  -0.003
H: -4.668 -0.674 2.852  0.014
H: -6.209 -2.239 3.874  -0.002
H: -7.211 -5.104 5.811  0.000
H: -6.869 -4.417 4.207  0.000
H: -7.404 -3.358 5.542  0.000
H: -3.047 -3.770 6.324  -0.001
H: -1.489 -2.197 5.306  0.006
H: -5.528 1.725 -1.347  0.002
H: -7.111 3.403 -2.190  0.000
H: -8.278 6.663 -3.141  0.000
H: -8.278 5.349 -1.945  0.000
H: -7.968 4.995 -3.668  0.000
H: -4.004 6.349 -2.141  0.001
H: -2.407 4.643 -1.321  -0.001
H: -2.998 2.311 -3.703  0.005
H: -1.492 0.497 -4.972  0.000
H: -4.500 2.963 1.366  0.004
H: -4.085 1.489 3.562  0.001
H: 1.988 -4.356 2.905  0.001
H: 3.808 -5.882 3.459  0.000
H: 7.179 -7.172 3.451  0.000
H: 5.804 -7.619 2.414  0.000
H: 5.533 -6.819 3.984  0.000
H: 6.491 -3.547 1.072  0.000
H: 4.636 -2.023 0.491  -0.001
C: 2.630 0.988 0.748  0.003
Si: 0.859 1.519 0.447  -0.002
C: 0.896 2.640 -1.052  -0.001
C: 0.285 2.497 1.940  -0.003
C: -0.598 3.574 1.819  -0.005
C: -1.073 4.248 2.935  0.005
C: -0.666 3.861 4.204  -0.001
C: 0.234 2.815 4.348  -0.003
C: 0.706 2.146 3.225  0.003
H: 3.248 1.863 0.970  0.000
H: 3.036 0.506 -0.146  0.000
H: 2.731 0.294 1.582  -0.001
H: 1.483 3.536 -0.832  0.000
H: -0.095 2.962 -1.376  0.000
H: 1.369 2.124 -1.892  0.001
H: -0.911 3.904 0.834  0.000
H: -1.758 5.079 2.816  0.000
H: -1.039 4.382 5.077  0.000
H: 0.577 2.527 5.334  0.000
H: 1.420 1.339 3.355  0.003
N: -2.168 -1.989 -0.332  0.001
C: -3.070 -2.281 -0.993  0.002
N: -4.114 -2.574 -1.734  0.000
C: -4.255 -1.946 -3.058  0.003
C: -5.717 -1.606 -3.293  0.000
C: -6.591 -2.844 -3.107  0.000
C: -6.408 -3.413 -1.699  0.000
C: -4.947 -3.748 -1.444  -0.001
H: -3.893 -2.642 -3.824  0.000
H: -3.624 -1.058 -3.084  -0.003
H: -5.834 -1.183 -4.291  0.000
H: -6.017 -0.840 -2.570  0.000
H: -6.310 -3.605 -3.843  0.000
H: -7.638 -2.597 -3.281  0.000
H: -7.003 -4.318 -1.568  0.000
H: -6.745 -2.680 -0.961  0.000
H: -4.636 -4.576 -2.093  0.000
H: -4.770 -4.044 -0.411  0.001

***

This record from OMol25 describes a cluster of 2 separate species, C2F2O2S in total at a distorted geometry. The level of theory is ωB97M-V/def2-TZVPD.

## Properties
* Kohn-Sham gap: 0.337 Ha
* energy above the lowest of the compared OMol25 structures with the same formula, charge and spin: 1.817 eV
* E_HOMO: -11.16 eV
* LUMO: -0.073 hartree

Last column: Löwdin charge in e.
Element x y z (Å)
C: -0.332 -0.366 -0.086  -0.587
C: 1.039 0.054 0.136  -0.530
O: -0.505 -1.247 -0.850  0.211
O: -1.111 0.409 0.636  0.138
F: 0.952 1.620 -0.802  -0.271
F: -2.458 0.035 0.477  0.044
S: 2.415 -0.503 0.490  0.995